Record 1
# C12H14BrINO9S

A cluster of 2 separate species, C12H14BrINO9S in total (ωB97M-V with the def2-TZVPD basis set, the Open Molecules 2025 dataset).

M in g/mol: 555.12
Total charge: -1
Lowest unoccupied orbital energy in eV: 1.86
E in hartree: -4467.47188
Kohn-Sham gap in Eh: 0.252
Energy above the lowest of the compared OMol25 structures with the same formula, charge and spin in kcal per mole: 0.00
Multiplicity: 1

Geometry as XYZ:
```
39
C12H14BrINO9S (ωB97M-V with the def2-TZVPD basis set)
C -0.95 1.24 0.38
C -0.08 0.47 0.10
C 0.99 -0.48 -0.22
C 2.13 -0.16 0.76
C 2.65 1.30 0.73
C 2.57 2.02 -0.61
I 1.78 2.49 2.32
O 1.34 -0.51 -1.60
S 1.93 -1.96 -2.03
O 1.47 -2.16 -3.36
O 3.32 -2.05 -1.76
O 1.09 -2.79 -0.94
C 0.34 -1.92 -0.05
Br 0.71 -2.75 1.71
N -1.07 -2.02 -0.33
C -1.77 -3.15 0.28
C -2.73 -2.78 1.40
O -1.66 -4.28 -0.09
C -1.41 -1.92 -1.76
C -1.85 -0.57 -2.30
O -1.38 -2.87 -2.48
H -1.73 1.86 0.78
H 2.97 -0.85 0.60
H 1.78 -0.35 1.77
H 3.70 1.26 1.01
H 1.56 2.34 -0.84
H 2.93 1.35 -1.39
H 3.25 2.87 -0.63
H -3.39 -3.63 1.56
H -3.32 -1.92 1.07
H -2.19 -2.55 2.31
H -1.00 -0.07 -2.76
H -2.24 0.05 -1.50
H -2.65 -0.74 -3.02
C -1.54 4.62 2.15
O -1.72 4.50 3.38
O -1.10 5.91 1.77
O -1.70 3.80 1.23
H -1.08 6.30 2.65
```

Record 2
# C12H14Cl3IrOS3

A structure of composition C12H14Cl3IrOS3 (ωB97M-V with the def2-TZVPD basis set, the Open Molecules 2025 dataset).

M in g/mol: 569.02
Total charge: +2
Lowest unoccupied orbital energy (alpha / beta) in eV: -6.06 / -9.73
E in hartree: -3219.62520
Kohn-Sham gap (alpha / beta) in Eh: 0.265 / 0.207
Multiplicity: 5

Geometry as XYZ:
```
34
C12H14Cl3IrOS3 (ωB97M-V with the def2-TZVPD basis set)
Ir 12.18 6.80 6.45
C 14.23 5.76 4.15
C 15.15 5.87 5.32
S 14.14 5.32 6.72
C 15.04 5.65 8.25
C 14.14 6.31 9.24
S 12.64 7.14 8.58
C 13.09 8.80 8.12
C 13.00 8.66 6.64
S 12.87 6.92 4.15
H 13.88 4.77 4.09
H 14.80 6.02 3.25
H 15.60 6.84 5.51
H 15.87 5.07 5.25
H 15.93 6.22 8.00
H 15.31 4.67 8.61
H 14.68 6.98 9.89
H 13.74 5.52 9.95
H 14.15 9.09 8.40
H 12.41 9.48 8.69
H 14.01 8.56 6.14
H 12.23 9.30 6.17
Cl 5.58 4.03 6.80
C 6.95 5.06 6.76
C 8.25 4.52 6.72
C 9.36 5.33 6.53
Cl 10.95 4.62 6.41
C 9.23 6.69 6.48
O 10.26 7.46 6.24
C 7.92 7.28 6.56
Cl 7.84 8.96 6.35
C 6.81 6.44 6.76
H 8.33 3.45 6.71
H 5.81 6.91 6.79
```

Record 3
# C12H14CoF6N4O7S2

A structure of composition C12H14CoF6N4O7S2 (ωB97M-V with the def2-TZVPD basis set, the Open Molecules 2025 dataset).

M in g/mol: 563.32
Total charge: +1
Lowest unoccupied orbital energy in eV: -6.11
E in hartree: -3989.48890
Kohn-Sham gap in Eh: 0.279
Energy above the lowest of the compared OMol25 structures with the same formula, charge and spin in kcal per mole: 0.00
Multiplicity: 1

Geometry as XYZ:
```
46
C12H14CoF6N4O7S2 (ωB97M-V with the def2-TZVPD basis set)
Co 0.47 -0.18 -0.13
F -1.45 0.43 -4.24
C -1.82 1.47 -3.52
F -1.04 2.50 -3.77
F -3.08 1.77 -3.77
S -1.68 1.07 -1.72
O -0.21 0.76 -1.61
O -2.12 2.20 -0.99
N -2.54 -0.21 -1.53
S -2.07 -1.64 -1.10
O -3.07 -2.38 -0.44
O -0.74 -1.61 -0.42
C -1.66 -2.53 -2.67
F -2.67 -2.44 -3.51
F -1.41 -3.79 -2.38
F -0.58 -1.97 -3.21
C 2.50 -2.78 2.91
C 1.87 -1.93 1.92
N 1.36 -1.26 1.14
H 3.58 -2.68 2.83
H 2.21 -3.81 2.73
H 2.18 -2.47 3.90
C 4.19 2.86 2.36
C 3.95 3.78 1.18
C 2.60 3.56 0.49
C 2.43 4.53 -0.71
C 1.13 4.34 -1.48
C 1.49 3.89 1.48
O 1.42 4.93 2.07
N 0.47 2.93 1.68
C 0.52 1.75 1.07
O -0.40 0.84 1.13
N 1.51 1.33 0.31
C 2.58 2.14 -0.09
O 3.42 1.73 -0.84
H 5.16 3.06 2.82
H 4.18 1.81 2.06
H 3.44 3.00 3.14
H 4.73 3.64 0.42
H 3.99 4.83 1.49
H 3.29 4.37 -1.36
H 2.50 5.54 -0.31
H 1.07 3.34 -1.92
H 1.08 5.06 -2.30
H 0.25 4.50 -0.86
H -0.34 3.19 2.24
```

Record 4
# C12H14F6I2NO5S

A structure of composition C12H14F6I2NO5S (ωB97M-V with the def2-TZVPD basis set, the Open Molecules 2025 dataset).

M in g/mol: 652.11
Total charge: +1
Lowest unoccupied orbital energy in eV: -5.51
E in hartree: -2488.97098
Kohn-Sham gap in Eh: 0.277
Multiplicity: 1

Geometry as XYZ:
```
41
C12H14F6I2NO5S (ωB97M-V with the def2-TZVPD basis set)
C -2.01 0.65 -1.96
C -3.16 -0.37 -2.46
I -3.65 -0.28 -4.61
C -3.83 -1.30 -1.58
I -5.35 -2.60 -2.49
S -3.46 -1.43 0.23
N -2.35 -2.79 0.37
C -1.11 -2.32 0.18
O 0.00 -2.17 -0.41
H -1.89 0.74 -0.83
H -1.00 0.28 -2.42
H -2.18 1.73 -2.35
H -2.78 -0.33 0.73
C -0.01 -1.18 3.48
C -1.23 -0.85 4.32
O -0.95 0.24 5.20
C -1.04 1.48 4.65
O -1.33 1.68 3.49
C -0.77 2.55 5.70
F 0.30 2.27 6.47
F -1.82 2.70 6.55
F -0.54 3.77 5.16
H 0.86 -1.37 4.11
H -0.19 -2.07 2.87
H 0.25 -0.35 2.82
H -1.48 -1.71 4.95
H -2.11 -0.64 3.70
C 2.55 -0.04 -1.28
C 2.82 -0.91 -2.49
O 2.63 -0.16 -3.70
C 3.67 0.63 -4.08
O 4.70 0.73 -3.46
C 3.36 1.32 -5.40
F 2.11 1.85 -5.43
F 3.44 0.47 -6.45
F 4.20 2.34 -5.67
H 1.56 0.41 -1.34
H 2.61 -0.63 -0.36
H 3.27 0.78 -1.21
H 2.10 -1.74 -2.52
H 3.82 -1.35 -2.46
```